(1)
9
Properties=species:S:1:pos:R:3 method="wB97M-V/def2-TZVPD" energy_ha=-192.67504 e_homo_ev=-8.646 orbital_gap_ha=0.31915 spin_multiplicity=1 e_above_lowest_kj_mol=312.7
C 0.59 1.12 -1.28
C -0.59 -1.72 0.77
C -0.20 -0.01 0.89
C -0.07 0.73 -0.24
C 0.49 -1.32 1.28
H 0.04 1.61 -2.19
H 1.65 1.24 -1.12
H -1.32 -2.18 0.20
H -0.58 0.53 1.69

***

(2)
19
Properties=species:S:1:pos:R:3 method="wB97M-V/def2-TZVPD" energy_ha=-348.18022 smiles=CC[C@@H](O)[C@@H](C)O e_homo_ev=-9.839 orbital_gap_ha=0.39091 spin_multiplicity=1 e_above_lowest_kj_mol=64.6
C 1.20 -1.22 2.09
C 1.11 -0.76 0.64
C -0.19 -0.02 0.35
O -0.43 1.04 1.25
C -0.22 0.49 -1.13
C -1.57 0.26 -1.79
O 0.11 1.88 -1.08
H 1.17 -0.35 2.77
H 0.36 -1.87 2.35
H 2.13 -1.77 2.28
H 1.95 -0.10 0.40
H 1.17 -1.63 -0.03
H -1.02 -0.73 0.48
H -0.17 1.85 0.79
H 0.56 -0.04 -1.69
H -2.36 0.71 -1.19
H -1.59 0.68 -2.81
H -1.76 -0.82 -1.86
H -0.27 2.31 -1.85

***

(3)
76
Properties=species:S:1:pos:R:3 method="wB97M-V/def2-TZVPD" energy_ha=-5610.63698 total_charge=+1 e_homo_ev=-11.950 orbital_gap_ha=0.32446 spin_multiplicity=1
C -4.79 0.96 3.07
C -4.04 2.23 2.35
C -2.72 2.79 3.20
Br -3.30 3.42 5.05
P -1.26 1.56 3.25
C -1.37 0.20 1.86
C -0.07 -0.83 2.02
C 0.82 -0.64 0.62
O 1.57 0.65 0.64
C -1.10 0.77 5.02
O -0.17 1.65 5.76
C 1.23 1.21 5.58
H -5.91 1.30 3.27
H -4.89 0.03 2.32
H -4.31 0.63 4.10
H -4.80 3.14 2.35
H -3.72 2.03 1.23
H -2.35 3.78 2.66
H -0.04 2.32 2.91
H -2.39 -0.35 2.02
H -1.33 0.78 0.83
H 0.57 -0.61 2.99
H -0.52 -1.91 2.06
H 0.04 -0.57 -0.27
H 1.60 -1.51 0.50
H 2.55 0.48 0.85
H -0.76 -0.36 4.98
H -2.17 0.75 5.56
H 1.36 0.24 4.94
H 1.62 0.95 6.68
H 1.94 2.05 5.13
O -8.26 2.08 3.15
S -9.63 1.79 3.50
O -10.54 1.14 2.58
O -10.33 3.14 4.08
C -10.34 4.30 3.26
C -11.34 4.18 2.12
C -9.63 0.86 5.01
H -9.33 4.51 2.88
H -10.63 5.14 3.90
H -11.04 3.39 1.42
H -11.41 5.11 1.56
H -12.33 3.92 2.51
H -8.98 1.34 5.74
H -9.26 -0.15 4.79
H -10.66 0.80 5.39
O 5.84 -4.21 -2.73
S 5.86 -3.04 -1.88
O 5.09 -2.97 -0.65
O 5.53 -1.72 -2.77
C 4.32 -1.69 -3.52
C 3.12 -1.47 -2.63
C 7.54 -2.65 -1.49
H 4.21 -2.60 -4.12
H 4.40 -0.85 -4.23
H 2.96 -2.32 -1.95
H 2.21 -1.35 -3.22
H 3.26 -0.58 -2.00
H 8.13 -2.66 -2.41
H 7.91 -3.41 -0.80
H 7.58 -1.67 -1.01
O 8.08 -4.34 -8.01
S 7.29 -3.47 -7.16
O 5.92 -3.11 -7.49
O 8.13 -2.10 -6.88
C 8.57 -1.33 -8.00
C 7.43 -0.58 -8.65
C 7.31 -4.10 -5.51
H 9.09 -1.97 -8.72
H 9.30 -0.61 -7.62
H 6.71 -1.27 -9.10
H 7.80 0.08 -9.44
H 6.88 0.01 -7.91
H 8.34 -4.34 -5.23
H 6.70 -5.01 -5.49
H 6.89 -3.35 -4.83

***

(4)
115
Properties=species:S:1:pos:R:3 method="wB97M-V/def2-TZVPD" energy_ha=-5974.12225 total_charge=-1 s_squared=0.757 e_homo_ev="-2.394 / -4.019" orbital_gap_ha="0.15939 / 0.21981" spin_multiplicity=2 e_above_lowest_kj_mol=0.0
Hf -0.30 -0.23 -0.07
O -1.06 -1.62 1.40
N -1.04 -2.91 1.08
C -0.77 -3.79 2.06
C -0.70 -5.13 1.82
C -0.88 -5.59 0.51
C -1.16 -4.68 -0.48
C -1.24 -3.30 -0.21
S -1.59 -2.14 -1.42
H -0.61 -3.34 3.03
H -0.48 -5.81 2.63
H -0.79 -6.64 0.28
H -1.30 -4.99 -1.50
Br 1.67 4.17 2.17
C 1.05 0.92 2.66
C 2.06 1.04 3.60
C 3.11 0.15 3.59
C 3.12 -0.88 2.65
C 2.12 -0.91 1.71
N 1.12 0.00 1.68
C 2.07 -2.00 0.66
O 2.90 -2.89 0.66
O 1.09 -1.89 -0.16
H 2.03 1.85 4.31
H 3.91 0.24 4.31
H 3.89 -1.63 2.61
C 1.29 -2.11 -3.32
C 2.47 -1.20 -3.02
C 3.07 -0.73 -4.35
P 1.94 0.14 -1.82
C 3.51 0.61 -0.95
C 3.26 1.93 -0.22
C 4.80 0.68 -1.76
C 1.48 1.59 -2.80
C 2.28 2.23 -3.74
C 1.85 3.30 -4.49
C 2.72 3.94 -5.55
C 0.55 3.75 -4.26
C -0.26 3.16 -3.31
C 0.18 2.07 -2.53
N -0.63 1.48 -1.55
C -1.93 2.10 -1.48
C -2.14 3.27 -0.74
C -1.00 4.10 -0.21
C -3.44 3.75 -0.58
C -4.53 3.15 -1.20
C -5.94 3.62 -0.94
C -4.26 2.11 -2.09
C -2.99 1.60 -2.26
C -2.75 0.53 -3.29
H 1.59 -2.89 -4.03
H 0.46 -1.55 -3.77
H 0.92 -2.59 -2.42
H 3.21 -1.77 -2.46
H 2.35 -0.11 -4.90
H 3.29 -1.61 -4.96
H 3.99 -0.16 -4.23
H 3.64 -0.19 -0.21
H 3.25 2.77 -0.92
H 4.02 2.13 0.53
H 2.29 1.95 0.29
H 4.77 1.49 -2.49
H 5.02 -0.26 -2.27
H 5.63 0.89 -1.08
H 3.29 1.86 -3.90
H 3.78 3.76 -5.36
H 2.55 5.02 -5.60
H 2.49 3.53 -6.54
H 0.17 4.59 -4.83
H -1.26 3.55 -3.17
H -0.06 3.55 -0.20
H -1.19 4.47 0.80
H -0.86 4.97 -0.86
H -3.59 4.63 0.03
H -5.95 4.66 -0.62
H -6.40 3.02 -0.15
H -6.56 3.51 -1.83
H -5.08 1.70 -2.68
H -3.49 0.61 -4.09
H -2.83 -0.47 -2.86
H -1.76 0.62 -3.73
N -2.52 0.22 0.33
C -3.64 -0.01 0.38
C -5.05 -0.27 0.40
C -5.70 -0.62 -0.78
C -7.07 -0.76 -0.79
C -7.81 -0.57 0.37
C -7.16 -0.27 1.56
C -5.78 -0.13 1.58
H -5.11 -0.77 -1.67
H -7.58 -1.01 -1.72
H -8.89 -0.66 0.35
H -7.72 -0.15 2.47
H -5.26 0.09 2.50
C -3.56 6.35 6.23
C -2.87 5.28 5.43
C -1.56 4.90 5.69
C -0.91 3.89 4.98
C 0.45 3.47 5.46
C -1.57 3.28 3.91
Te -0.85 1.81 2.44
C -2.92 3.60 3.67
C -3.79 2.84 2.69
C -3.54 4.59 4.43
H -2.86 6.89 6.86
H -4.32 5.90 6.88
H -4.07 7.06 5.58
H -1.02 5.40 6.49
H 0.65 3.90 6.45
H 1.22 3.81 4.76
H 0.49 2.39 5.53
H -3.28 2.53 1.78
H -4.64 3.46 2.39
H -4.18 1.95 3.19
H -4.58 4.82 4.23

***

(5)
16
Properties=species:S:1:pos:R:3 method="wB97M-V/def2-TZVPD" energy_ha=-648.73219 smiles="C=CC[C@H](S)N=C" e_homo_ev=-8.784 orbital_gap_ha=0.35241 spin_multiplicity=1 e_above_lowest_kj_mol=317.6
C -0.64 1.05 2.31
C -0.93 0.76 1.08
C -0.76 -0.59 0.36
C -0.48 -0.32 -1.09
S 0.00 -1.81 -2.00
N 0.99 0.73 -1.05
C 2.03 0.09 -0.86
H -0.69 1.97 2.68
H 0.01 0.34 2.88
H -1.58 1.40 0.39
H -1.69 -1.12 0.46
H 0.14 -1.04 0.81
H -1.16 0.31 -1.53
H -0.10 -1.44 -3.26
H 2.81 0.63 -0.52
H 2.06 -0.96 -0.65

***

(6)
76
Properties=species:S:1:pos:R:3 method="wB97M-V/def2-TZVPD" energy_ha=-2609.02609 total_charge=-2 e_homo_ev=-0.347 orbital_gap_ha=0.16823 spin_multiplicity=1 e_above_lowest_kj_mol=0.0
Pd -0.48 -0.12 0.69
S 4.74 -0.36 0.49
C 4.62 1.37 0.42
C 5.62 2.34 0.44
C 5.25 3.67 0.40
C 3.90 4.04 0.34
C 2.90 3.08 0.31
C 3.26 1.73 0.34
N 2.37 0.69 0.32
C 2.94 -0.46 0.39
C 2.27 -1.77 0.43
C 3.05 -2.93 0.28
C 2.47 -4.18 0.35
C 1.10 -4.27 0.57
C 0.34 -3.11 0.71
C 0.87 -1.81 0.64
H 6.66 2.06 0.50
H 6.01 4.44 0.43
H 3.63 5.09 0.32
H 1.85 3.32 0.28
H 4.12 -2.85 0.10
H 3.07 -5.07 0.22
H 0.62 -5.24 0.62
H -0.73 -3.22 0.88
C -3.61 2.47 -2.02
C -2.43 1.95 -1.22
O -2.60 2.37 0.14
P -1.59 1.62 1.24
O -2.68 1.67 2.48
C -3.89 0.93 2.28
C -5.07 1.88 2.27
O -0.75 2.96 1.75
C -1.40 4.20 1.95
C -1.07 5.16 0.82
H -3.51 2.16 -3.06
H -3.66 3.56 -1.98
H -4.54 2.06 -1.63
H -1.49 2.31 -1.63
H -2.39 0.86 -1.26
H -3.97 0.20 3.08
H -3.84 0.36 1.35
H -5.14 2.43 3.22
H -6.00 1.33 2.12
H -4.95 2.60 1.46
H -1.04 4.60 2.91
H -2.48 4.07 2.04
H 0.01 5.32 0.76
H -1.56 6.12 0.98
H -1.42 4.74 -0.12
O -0.02 0.09 -2.68
H -0.87 -0.39 -2.69
H 0.23 0.04 -1.74
C -5.93 -1.46 -2.40
C -5.09 -2.54 -3.08
C -3.99 -3.10 -2.18
C -3.14 -4.12 -2.96
C -2.01 -4.74 -2.14
C -4.64 -3.84 -1.02
O -5.48 -4.72 -1.19
N -4.20 -3.48 0.20
C -3.39 -2.33 0.52
O -3.28 -2.11 1.72
N -2.83 -1.62 -0.47
C -3.06 -1.94 -1.75
O -2.55 -1.33 -2.70
H -6.70 -1.08 -3.08
H -5.30 -0.62 -2.10
H -6.44 -1.86 -1.52
H -4.60 -2.13 -3.97
H -5.73 -3.38 -3.39
H -2.72 -3.58 -3.81
H -3.81 -4.90 -3.34
H -1.35 -3.97 -1.74
H -1.41 -5.41 -2.75
H -2.41 -5.32 -1.30
H -4.63 -3.92 1.00

***

Copy entry 6 word for word.
76
Properties=species:S:1:pos:R:3 method="wB97M-V/def2-TZVPD" energy_ha=-2609.02609 total_charge=-2 e_homo_ev=-0.347 orbital_gap_ha=0.16823 spin_multiplicity=1 e_above_lowest_kj_mol=0.0
Pd -0.48 -0.12 0.69
S 4.74 -0.36 0.49
C 4.62 1.37 0.42
C 5.62 2.34 0.44
C 5.25 3.67 0.40
C 3.90 4.04 0.34
C 2.90 3.08 0.31
C 3.26 1.73 0.34
N 2.37 0.69 0.32
C 2.94 -0.46 0.39
C 2.27 -1.77 0.43
C 3.05 -2.93 0.28
C 2.47 -4.18 0.35
C 1.10 -4.27 0.57
C 0.34 -3.11 0.71
C 0.87 -1.81 0.64
H 6.66 2.06 0.50
H 6.01 4.44 0.43
H 3.63 5.09 0.32
H 1.85 3.32 0.28
H 4.12 -2.85 0.10
H 3.07 -5.07 0.22
H 0.62 -5.24 0.62
H -0.73 -3.22 0.88
C -3.61 2.47 -2.02
C -2.43 1.95 -1.22
O -2.60 2.37 0.14
P -1.59 1.62 1.24
O -2.68 1.67 2.48
C -3.89 0.93 2.28
C -5.07 1.88 2.27
O -0.75 2.96 1.75
C -1.40 4.20 1.95
C -1.07 5.16 0.82
H -3.51 2.16 -3.06
H -3.66 3.56 -1.98
H -4.54 2.06 -1.63
H -1.49 2.31 -1.63
H -2.39 0.86 -1.26
H -3.97 0.20 3.08
H -3.84 0.36 1.35
H -5.14 2.43 3.22
H -6.00 1.33 2.12
H -4.95 2.60 1.46
H -1.04 4.60 2.91
H -2.48 4.07 2.04
H 0.01 5.32 0.76
H -1.56 6.12 0.98
H -1.42 4.74 -0.12
O -0.02 0.09 -2.68
H -0.87 -0.39 -2.69
H 0.23 0.04 -1.74
C -5.93 -1.46 -2.40
C -5.09 -2.54 -3.08
C -3.99 -3.10 -2.18
C -3.14 -4.12 -2.96
C -2.01 -4.74 -2.14
C -4.64 -3.84 -1.02
O -5.48 -4.72 -1.19
N -4.20 -3.48 0.20
C -3.39 -2.33 0.52
O -3.28 -2.11 1.72
N -2.83 -1.62 -0.47
C -3.06 -1.94 -1.75
O -2.55 -1.33 -2.70
H -6.70 -1.08 -3.08
H -5.30 -0.62 -2.10
H -6.44 -1.86 -1.52
H -4.60 -2.13 -3.97
H -5.73 -3.38 -3.39
H -2.72 -3.58 -3.81
H -3.81 -4.90 -3.34
H -1.35 -3.97 -1.74
H -1.41 -5.41 -2.75
H -2.41 -5.32 -1.30
H -4.63 -3.92 1.00

***

Please write out number 3 again, unchanged.
76
Properties=species:S:1:pos:R:3 method="wB97M-V/def2-TZVPD" energy_ha=-5610.63698 total_charge=+1 e_homo_ev=-11.950 orbital_gap_ha=0.32446 spin_multiplicity=1
C -4.79 0.96 3.07
C -4.04 2.23 2.35
C -2.72 2.79 3.20
Br -3.30 3.42 5.05
P -1.26 1.56 3.25
C -1.37 0.20 1.86
C -0.07 -0.83 2.02
C 0.82 -0.64 0.62
O 1.57 0.65 0.64
C -1.10 0.77 5.02
O -0.17 1.65 5.76
C 1.23 1.21 5.58
H -5.91 1.30 3.27
H -4.89 0.03 2.32
H -4.31 0.63 4.10
H -4.80 3.14 2.35
H -3.72 2.03 1.23
H -2.35 3.78 2.66
H -0.04 2.32 2.91
H -2.39 -0.35 2.02
H -1.33 0.78 0.83
H 0.57 -0.61 2.99
H -0.52 -1.91 2.06
H 0.04 -0.57 -0.27
H 1.60 -1.51 0.50
H 2.55 0.48 0.85
H -0.76 -0.36 4.98
H -2.17 0.75 5.56
H 1.36 0.24 4.94
H 1.62 0.95 6.68
H 1.94 2.05 5.13
O -8.26 2.08 3.15
S -9.63 1.79 3.50
O -10.54 1.14 2.58
O -10.33 3.14 4.08
C -10.34 4.30 3.26
C -11.34 4.18 2.12
C -9.63 0.86 5.01
H -9.33 4.51 2.88
H -10.63 5.14 3.90
H -11.04 3.39 1.42
H -11.41 5.11 1.56
H -12.33 3.92 2.51
H -8.98 1.34 5.74
H -9.26 -0.15 4.79
H -10.66 0.80 5.39
O 5.84 -4.21 -2.73
S 5.86 -3.04 -1.88
O 5.09 -2.97 -0.65
O 5.53 -1.72 -2.77
C 4.32 -1.69 -3.52
C 3.12 -1.47 -2.63
C 7.54 -2.65 -1.49
H 4.21 -2.60 -4.12
H 4.40 -0.85 -4.23
H 2.96 -2.32 -1.95
H 2.21 -1.35 -3.22
H 3.26 -0.58 -2.00
H 8.13 -2.66 -2.41
H 7.91 -3.41 -0.80
H 7.58 -1.67 -1.01
O 8.08 -4.34 -8.01
S 7.29 -3.47 -7.16
O 5.92 -3.11 -7.49
O 8.13 -2.10 -6.88
C 8.57 -1.33 -8.00
C 7.43 -0.58 -8.65
C 7.31 -4.10 -5.51
H 9.09 -1.97 -8.72
H 9.30 -0.61 -7.62
H 6.71 -1.27 -9.10
H 7.80 0.08 -9.44
H 6.88 0.01 -7.91
H 8.34 -4.34 -5.23
H 6.70 -5.01 -5.49
H 6.89 -3.35 -4.83